A cluster of 2 separate species, C9H16NO in total in a non-equilibrium geometry, computed with ωB97M-V with the def2-TZVPD basis set.

total energy	-482.24103	Ha
orbital gap	7.477	eV
energy relative to the best compared isomer or geometry (same formula, charge and spin)	1.410	eV
max |F|	3.2	eV Å⁻¹

```
! wB97M-V def2-TZVPD RIJCOSX def2/J DEFGRID3
* xyz 1 1
C -2.9819 1.8232 0.2168
C 0.4956 2.3003 -1.0372
C -0.8778 2.4104 -0.9916
C 1.1938 1.4844 -0.1593
C -1.5542 1.4655 -0.1514
C 0.5528 0.5119 0.5558
C -0.8660 0.5189 0.5509
O 2.5744 1.6053 -0.0565
H 0.9434 3.1252 -1.6178
H -1.4944 3.0217 -1.6366
H 2.8790 1.4421 0.8333
H 1.0130 -0.1566 1.2910
H -3.4929 2.5543 -0.4122
H -2.8807 2.3285 1.1947
H -1.3646 -0.3165 1.0408
H -3.5629 0.9151 0.3025
C 0.5862 -2.8354 -0.1829
C -0.7709 -3.5368 -0.2712
N 1.4494 -3.4360 0.9801
H 1.1374 -2.8073 -1.1065
H 0.4254 -1.7809 0.1213
H -1.5202 -2.9295 0.2308
H -0.8634 -4.5468 0.1023
H 2.4321 -3.4024 0.7204
H 1.2882 -3.0760 1.9223
H 1.0762 -4.3823 1.0787
H -1.0202 -3.5939 -1.3350
*
```

Löwdin charges in e: atom 1 (C): -0.049, atom 2 (C): -0.008, atom 3 (C): -0.009, atom 4 (C): -0.317, atom 5 (C): -0.277, atom 6 (C): -0.068, atom 7 (C): -0.073, atom 8 (O): 0.038, atom 9 (H): 0.135, atom 10 (H): 0.119, atom 11 (H): 0.095, atom 12 (H): 0.106, atom 13 (H): 0.080, atom 14 (H): 0.097, atom 15 (H): 0.108, atom 16 (H): 0.072, atom 17 (C): -0.141, atom 18 (C): -0.056, atom 19 (N): 0.203, atom 20 (H): 0.127, atom 21 (H): 0.074, atom 22 (H): 0.079, atom 23 (H): 0.079, atom 24 (H): 0.167, atom 25 (H): 0.169, atom 26 (H): 0.152, atom 27 (H): 0.097

A structure of composition C27H22ClIrN2O5S, computed with ωB97M-V with the def2-TZVPD basis set.

total energy	-2490.18968	Ha
orbital gap (spin up / spin down)	8.840 / 7.173	eV
energy relative to the best compared isomer or geometry (same formula, charge and spin)	1.369	eV
max |F|	1.0	eV Å⁻¹

```
! wB97M-V def2-TZVPD RIJCOSX def2/J DEFGRID3
* xyz 1 2
Ir -0.4131 -2.1760 0.1918
O -3.8356 -6.3606 -2.0294
C -2.6384 -6.8532 -1.7821
O -2.3285 -7.9922 -2.0062
C -1.6138 -5.9256 -1.1988
C -0.3156 -6.3286 -0.9422
N 0.3419 -5.2829 -0.4270
N -0.4559 -4.2085 -0.3334
C -1.6481 -4.5875 -0.7961
C -2.7134 -3.5291 -0.8310
O -3.8307 -3.8003 -1.2283
O -2.3303 -2.3649 -0.4175
H -3.9157 -5.4037 -1.7840
H 0.1456 -7.2889 -1.1032
H 1.3058 -5.2268 -0.1465
C -0.5820 -0.3310 -0.3643
C -0.8079 0.7656 -0.8998
C -1.0829 1.8035 -1.8569
C -2.3916 2.2543 -2.0366
C -2.6508 3.2661 -2.9442
C -1.6114 3.8202 -3.6798
C -0.3116 3.3578 -3.5201
C -0.0426 2.3526 -2.6083
H -3.1943 1.8012 -1.4708
H -3.6641 3.6169 -3.0849
H -1.8170 4.6096 -4.3907
H 0.4916 3.7822 -4.1072
H 0.9653 1.9870 -2.4697
C 3.8730 -2.7978 1.6524
S 2.8420 -1.7064 0.6858
O 1.4433 -2.1622 1.1291
C 3.1878 -0.1915 1.5347
C 2.6833 0.0363 2.8094
C 3.0488 1.1981 3.4676
C 3.9168 2.0997 2.8600
C 4.4056 1.8618 1.5844
C 4.0300 0.7121 0.9031
H 3.5333 -2.7626 2.6861
H 4.9027 -2.4539 1.5686
H 3.7775 -3.8027 1.2467
H 2.0147 -0.6805 3.2704
H 2.6654 1.3984 4.4589
H 4.2046 3.0008 3.3847
H 5.0697 2.5737 1.1137
H 4.3939 0.5178 -0.0986
Cl 1.4323 3.2912 0.3695
C -0.2501 3.5988 0.6755
C -0.7055 4.9043 0.6281
C -2.0409 5.1697 0.8903
C -2.9107 4.1362 1.2077
C -2.4421 2.8351 1.2472
C -1.1061 2.5410 0.9776
C -0.6440 1.1370 1.0139
H -0.0160 5.7020 0.3896
H -2.3971 6.1903 0.8536
H -3.9498 4.3440 1.4228
H -3.1170 2.0212 1.4854
H -1.3054 0.5091 1.5965
H 0.4050 1.0221 1.2525
*
```

Löwdin charges in e: atom 1 (Ir): 1.272, atom 2 (O): 0.153, atom 3 (C): -0.492, atom 4 (O): 0.127, atom 5 (C): -0.022, atom 6 (C): 0.041, atom 7 (N): 0.052, atom 8 (N): -0.096, atom 9 (C): -0.124, atom 10 (C): -0.531, atom 11 (O): 0.111, atom 12 (O): -0.169, atom 13 (H): 0.076, atom 14 (H): 0.154, atom 15 (H): 0.167, atom 16 (C): -0.153, atom 17 (C): -0.073, atom 18 (C): -0.229, atom 19 (C): -0.015, atom 20 (C): -0.054, atom 21 (C): -0.058, atom 22 (C): -0.060, atom 23 (C): -0.041, atom 24 (H): 0.126, atom 25 (H): 0.113, atom 26 (H): 0.112, atom 27 (H): 0.111, atom 28 (H): 0.110, atom 29 (C): -0.205, atom 30 (S): 1.000, atom 31 (O): -0.714, atom 32 (C): -0.425, atom 33 (C): -0.077, atom 34 (C): -0.050, atom 35 (C): -0.061, atom 36 (C): -0.081, atom 37 (C): -0.090, atom 38 (H): 0.073, atom 39 (H): 0.077, atom 40 (H): 0.057, atom 41 (H): 0.120, atom 42 (H): 0.118, atom 43 (H): 0.118, atom 44 (H): 0.118, atom 45 (H): 0.117, atom 46 (Cl): 0.769, atom 47 (C): -0.578, atom 48 (C): -0.083, atom 49 (C): -0.054, atom 50 (C): -0.058, atom 51 (C): -0.031, atom 52 (C): -0.291, atom 53 (C): -0.006, atom 54 (H): 0.111, atom 55 (H): 0.114, atom 56 (H): 0.113, atom 57 (H): 0.128, atom 58 (H): 0.105, atom 59 (H): 0.058

A structure of composition C4H9N in a non-equilibrium geometry, computed with ωB97M-V with the def2-TZVPD basis set.

total energy	-212.43366	Ha
orbital gap	9.011	eV
energy relative to the best compared isomer or geometry (same formula, charge and spin)	3.198	eV
max |F|	3.4	eV Å⁻¹

```
! wB97M-V def2-TZVPD RIJCOSX def2/J DEFGRID3
* xyz 0 1
C -1.9216 -0.0357 0.0473
C -0.5749 -0.5371 0.5396
C 0.5630 0.0201 0.0732
C 1.9093 -0.6346 -0.1248
N 0.7155 1.4185 -0.4202
H -1.8305 0.9328 -0.4397
H -2.6300 0.1049 0.8655
H -2.3495 -0.6771 -0.7098
H -0.5770 -0.9618 1.5406
H 1.7804 -1.6650 0.2107
H 2.2363 -0.6310 -1.1623
H 2.5884 -0.1794 0.5838
H 0.0607 0.7994 -1.0096
H 0.0300 2.0458 0.0056
*
```

Löwdin charges in e: atom 1 (C): -0.113, atom 2 (C): -0.135, atom 3 (C): -0.429, atom 4 (C): -0.055, atom 5 (N): 0.055, atom 6 (H): 0.053, atom 7 (H): 0.070, atom 8 (H): 0.068, atom 9 (H): 0.106, atom 10 (H): 0.073, atom 11 (H): 0.086, atom 12 (H): 0.074, atom 13 (H): 0.080, atom 14 (H): 0.067

The ion CH3Br3P with charge +1 in a non-equilibrium geometry, computed with ωB97M-V with the def2-TZVPD basis set.

total energy	-8103.06369	Ha
orbital gap	9.710	eV
energy relative to the best compared isomer or geometry (same formula, charge and spin)	0.292	eV
max |F|	3.6	eV Å⁻¹

```
! wB97M-V def2-TZVPD RIJCOSX def2/J DEFGRID3
* xyz 1 1
C -0.2667 -0.0942 -0.1749
P -1.2339 -1.1910 -1.3113
Br -2.4119 0.2090 -2.5375
Br 0.0862 -2.4064 -2.6190
Br -2.5723 -2.4006 -0.1018
H 0.0046 -0.5436 0.8204
H -1.0097 0.4908 0.3262
H 0.6237 0.3471 -0.4900
*
```

Löwdin charges in e: atom 1 (C): -0.300, atom 2 (P): -0.265, atom 3 (Br): 0.455, atom 4 (Br): 0.446, atom 5 (Br): 0.483, atom 6 (H): 0.091, atom 7 (H): 0.045, atom 8 (H): 0.044